No. 1
The following is a quantum chemistry calculation of a cluster of 2 separate species, C22H15Br2NO3S in total in a non-equilibrium geometry, from the OMol25 dataset.

The geometry in XYZ format:
```
44
C22H15Br2NO3S | the OMol25 dataset | the ωB97M-V functional and the def2-TZVPD basis
Br 0.39593 4.04421 -5.57939
C 0.05242 3.26293 -3.89905
C 0.91245 3.51260 -2.81456
C 0.70750 2.86893 -1.60170
C -0.41813 2.02792 -1.41006
C -0.68158 1.41893 -0.14229
C -1.93339 0.98770 0.26595
C -2.13551 0.40237 1.51143
C -3.32201 -0.31070 1.85905
C -3.59365 -0.65822 3.21044
C -4.71085 -1.41689 3.54212
C -5.59727 -1.84204 2.53615
Br -7.08567 -2.90605 2.98056
C -5.36275 -1.49097 1.19629
C -4.24524 -0.73099 0.85940
C -1.29146 1.80651 -2.50951
C -1.05281 2.41184 -3.73907
H 1.74181 4.20129 -2.93547
H 1.39526 3.01143 -0.76809
H 0.16357 1.27809 0.54055
H -2.79075 1.16065 -0.40161
H -1.34773 0.51078 2.26149
H -2.90375 -0.31614 3.98338
H -4.90368 -1.68336 4.57616
H -6.05448 -1.81602 0.42796
H -4.05641 -0.47638 -0.18367
H -2.13907 1.13304 -2.37862
H -1.71742 2.23312 -4.57542
C 5.56540 -2.35541 1.28345
C 4.56566 -1.52002 1.78519
C 3.58893 -1.03092 0.91408
C 3.62216 -1.37347 -0.42551
C 4.60436 -2.20780 -0.95541
C 5.58487 -2.70159 -0.07962
S 2.25743 -0.60964 -1.29102
O 2.74646 0.36711 -2.23908
O 1.34710 -1.61690 -1.78038
N 1.73596 0.08099 0.07283
C 2.41945 -0.14942 1.23321
O 2.11663 0.29347 2.34856
H 6.33460 -2.74526 1.94785
H 4.52115 -1.23702 2.83745
H 4.59627 -2.45954 -2.01331
H 6.36826 -3.35918 -0.45072
```

Output
calculated total energy	-6673.95431	hartree
charge	0
2S+1	1
HOMO level	-8.16	eV
orbital gap	5.231	eV
lowest unoccupied orbital energy	-2.9	eV



No. 2
The following is a quantum chemistry calculation of an isolated molecule of C22H15ClF3NO2S in a non-equilibrium geometry, from the OMol25 dataset.

The geometry in XYZ format:
```
45
C22H15ClF3NO2S | the OMol25 dataset | the ωB97M-V functional and the def2-TZVPD basis
N 3.65180 -3.30350 -4.71417
C 2.62191 -3.01637 -4.26109
C 1.36921 -2.64511 -3.66654
C 0.50221 -1.76903 -4.32660
C -0.67180 -1.34290 -3.70709
C -0.98417 -1.86833 -2.44975
S -2.33094 -1.18413 -1.44504
O -3.33158 -0.74148 -2.37492
O -2.72838 -2.20358 -0.51345
C -0.98806 0.12772 -0.54468
Cl -2.20708 1.39035 0.09749
C 0.24851 0.14374 0.39201
C -0.05380 -0.88076 1.44423
C 0.74421 -2.02952 1.39650
C 0.54612 -3.07861 2.30312
C -0.54251 -3.00578 3.18766
C -1.44154 -1.91336 3.14955
C -1.22656 -0.86622 2.22429
C 0.44869 1.60074 0.95026
C 0.90872 2.49709 -0.02722
C 0.93505 3.87215 0.17708
C 0.47225 4.35560 1.40913
C 0.43073 5.83894 1.64891
F -0.81743 6.18025 2.10136
F 0.65541 6.52291 0.48861
F 1.33319 6.29088 2.57888
C -0.04379 3.49279 2.39150
C -0.02850 2.10649 2.16958
C -0.16547 -2.79177 -1.81140
C 1.02173 -3.17640 -2.42372
H 0.74020 -1.42852 -5.33185
H -1.31691 -0.60251 -4.18351
H -0.58240 0.28654 -1.62034
H 1.29052 -0.07584 0.02413
H 1.64572 -1.97097 0.78780
H 1.28692 -3.89258 2.33693
H -0.71340 -3.86314 3.86054
H -2.26155 -1.83960 3.89161
H -1.89284 0.01063 2.24285
H 1.42865 2.07962 -0.89768
H 1.40797 4.52819 -0.56543
H -0.36514 3.86624 3.37970
H -0.19102 1.38541 2.98048
H -0.45460 -3.18390 -0.83695
H 1.64974 -3.90239 -1.91276
```

Output
calculated total energy	-2210.46072	hartree
charge	0
SMILES	N#Cc1ccc(S(=O)(=O)[C@@H](Cl)[C@H](c2ccccc2)c2ccc(C(F)(F)F)cc2)cc1
2S+1	1
HOMO level	-9.57	eV
orbital gap	8.841	eV
lowest unoccupied orbital energy	-0.7	eV



No. 3
The following is a quantum chemistry calculation of a structure of composition C22H15N3O6Pd in a non-equilibrium geometry, from the OMol25 dataset.

The geometry in XYZ format:
```
47
C22H15N3O6Pd | the OMol25 dataset | the ωB97M-V functional and the def2-TZVPD basis
Pd 0.43710 0.01117 -0.81388
O 2.91382 -1.09917 2.82526
C 1.78437 -0.92515 2.12447
O 1.01228 -0.02761 2.29551
C 1.57312 -2.04363 1.14640
C 2.02487 -3.32123 1.42253
C 1.70347 -4.35658 0.55463
C 0.93672 -4.08835 -0.55852
C 0.54135 -2.78017 -0.79452
N 0.86963 -1.78348 0.03224
C -0.32354 -2.39975 -1.98381
O -0.67727 -3.26389 -2.75465
O -0.61268 -1.14586 -2.04447
H 3.01718 -0.32223 3.39598
H 2.60435 -3.48680 2.31753
H 2.04406 -5.36245 0.76009
H 0.62911 -4.84203 -1.26949
O 0.26626 1.83358 -1.77173
C 1.25319 2.22847 -1.08848
N 2.01779 3.32115 -1.25272
C 3.21964 3.16905 -0.40685
C 2.88718 1.83492 0.34486
O 3.60844 1.29305 1.14530
N 1.64814 1.42942 -0.06418
C 3.36674 4.28614 0.61034
C 4.39964 4.22249 1.54354
C 4.55572 5.22922 2.48044
C 3.68668 6.31316 2.49626
C 2.65806 6.37848 1.57196
C 2.49647 5.36707 0.63299
C 4.44253 2.98381 -1.29920
C 4.63594 1.77005 -1.95714
C 5.69259 1.60591 -2.83573
C 6.57181 2.65504 -3.06915
C 6.38474 3.86452 -2.42107
C 5.32457 4.02922 -1.53909
H 2.06284 3.76807 -2.15515
H 5.07461 3.37736 1.53563
H 5.35995 5.16827 3.20206
H 3.81185 7.10056 3.22794
H 1.97304 7.21627 1.57846
H 1.68204 5.42024 -0.07635
H 3.96130 0.94032 -1.77883
H 5.83229 0.65640 -3.33518
H 7.40064 2.52700 -3.75295
H 7.06612 4.68620 -2.59888
H 5.18805 4.97556 -1.03226
```

Output
calculated total energy	-1591.05549	hartree
relative energy (zero: lowest compared OMol25 entry of this formula, charge and spin)	0.000	eV
charge	0
2S+1	1
HOMO level	-9.31	eV
orbital gap	8.701	eV
lowest unoccupied orbital energy	-0.6	eV